Record 1
Computed, not measured: C30H66HgNO13S5 as an isolated structure, with wB97M-V/def2-TZVPD.

The calculation puts the highest occupied orbital energy at -12.330 eV. Its multiplicity is 1. For the lowest unoccupied orbital energy, the calculation gives -7.856 eV. The total charge is +1. As for the orbital gap: 4.47 eV.

XYZ file:
```
116
Properties=species:S:1:pos:R:3:forces:R:3
Hg 1.13454 -3.85433 3.27007 -0.8001 2.5414 -1.3302
C -0.53586 -2.14318 0.30029 -0.6101 -0.5756 0.3656
C 0.82917 -1.54016 0.63219 -0.7472 0.5184 -0.7453
C 0.67888 -0.05778 0.92969 -0.5168 0.7385 0.7208
O 1.55461 -2.21322 1.62563 0.3755 -0.7168 0.7719
H -1.15285 -1.67312 -0.46837 0.6889 0.4425 -0.2826
H -1.22435 -2.09259 1.15246 0.2957 -0.2087 0.3427
H -0.43073 -3.18205 -0.01965 0.0552 -0.0820 0.1843
H 1.36018 -1.46651 -0.32845 0.5519 -1.0063 0.0727
H 0.24385 0.41197 0.04310 0.0464 0.0060 -0.0477
H 1.60165 0.47678 1.16189 0.2273 -0.3473 -0.1287
H -0.00390 0.18599 1.75239 -0.0765 -0.2213 0.0804
C 4.78120 1.06008 4.26263 -0.0371 -1.2010 -0.4046
C 4.04535 0.50500 3.06603 -0.8327 -0.8056 -2.1153
C 4.94113 0.39385 1.81571 1.2000 0.8161 1.1179
O 3.53897 -0.82156 3.27700 0.0615 -0.6506 1.3874
H 4.18690 0.95014 5.16762 -0.0811 0.4812 -0.0041
H 5.10430 2.06968 4.02237 -0.1047 0.1122 0.3829
H 5.65970 0.42595 4.40488 0.1612 0.1846 0.0539
H 3.12663 1.05094 2.81696 0.3102 0.7964 0.1722
H 4.45875 0.22506 0.85485 -0.2585 -0.0634 0.1472
H 5.67365 -0.38847 2.02967 -0.2888 -0.3704 -0.1940
H 5.60489 1.26318 1.76198 -0.3508 0.3062 -0.4176
H 3.10791 -1.16759 2.48511 0.0183 0.2716 -0.1274
C -1.95685 -3.42744 5.48044 -0.4760 -0.5073 -0.4370
C -1.91967 -2.58850 4.19814 0.0316 -0.5909 1.6778
C -2.89944 -1.41793 4.30034 0.6263 0.5217 -1.0728
O -2.44013 -0.49661 5.24674 -0.1793 -0.1703 0.2745
C -3.26029 0.66195 5.33336 0.7373 0.7742 0.1524
N -0.50906 -2.19176 4.02281 0.4209 0.5143 -0.5568
H -1.70207 -2.89540 6.39702 0.2714 0.3880 -0.3002
H -1.27036 -4.26998 5.35875 -0.1230 -0.1819 0.2085
H -2.96631 -3.79686 5.66157 0.0640 -0.2462 -0.2119
H -2.13549 -3.14970 3.28846 -0.4775 -0.2598 0.2654
H -3.92164 -1.74947 4.49909 0.0738 -0.2791 -0.0192
H -2.88452 -0.94779 3.30412 -0.3565 0.1788 -0.0249
H -3.34870 1.16028 4.36441 -0.1691 -0.2191 -0.1621
H -2.70564 1.35496 5.96484 -0.0936 -0.0424 0.1194
H -4.24619 0.52343 5.77735 -0.0142 -0.4821 -0.1013
H -0.45604 -1.55845 3.22244 0.4290 -0.1680 -0.1257
H -0.16022 -1.63979 4.80587 -0.1162 -0.1542 0.2108
C 3.88271 -1.60096 -2.13078 -0.6621 -0.9089 0.1514
C 3.93927 -0.08695 -2.23663 -0.1860 -0.2945 0.7215
C 4.22114 0.25103 -3.68581 0.1377 0.1263 -0.2569
S 3.28906 -0.97288 -4.66258 0.5008 -0.3688 0.4405
O 4.24968 -1.67919 -5.50305 -1.1236 0.6110 0.6733
O 2.07317 -0.40161 -5.20775 0.5380 -0.1695 0.1159
C 2.88834 -2.04615 -3.19546 0.6107 0.2271 -1.6624
H 3.45075 -1.95942 -1.19269 0.3203 0.3062 0.2827
H 4.87373 -2.04842 -2.20774 -0.0677 -0.0597 -0.3418
H 4.66427 0.27235 -1.50598 0.1407 0.3884 -0.3496
H 2.95642 0.27711 -1.92027 0.0166 0.2854 -0.1594
H 5.25678 0.06656 -3.96989 0.0443 0.0435 0.1402
H 3.95115 1.26476 -3.97451 -0.1503 -0.0874 -0.0995
H 3.00309 -3.02841 -3.65249 0.0323 -0.2152 0.4861
H 1.85387 -1.88088 -2.89723 0.0018 0.1244 -0.0702
C -1.72131 3.17652 -0.87729 1.0584 1.3119 -0.2938
C -0.75917 3.74265 -1.95686 -0.2573 0.1079 -0.2969
C -0.93007 5.26375 -1.96940 -0.6090 0.4964 -0.0699
S -2.71646 5.56626 -1.63371 -0.0723 0.3691 0.6930
O -3.44288 5.90126 -2.84761 0.7479 -0.3814 0.9280
O -2.83085 6.40909 -0.45258 0.0777 -0.5762 -0.8711
C -3.05764 3.84214 -1.17458 -0.1855 -0.7713 -0.7211
H -1.25683 3.54664 0.04064 -0.5222 -0.3448 0.4605
H -1.73552 2.08914 -0.89815 -0.1835 0.0080 0.1189
H -1.03819 3.33932 -2.93237 0.1812 -0.0404 -0.0719
H 0.28022 3.49923 -1.73753 -0.0053 -0.1640 -0.1082
H -0.72190 5.81098 -2.88816 0.0237 -0.4510 -0.2595
H -0.34756 5.77755 -1.20474 -0.2532 -0.1639 0.3139
H -3.42625 3.40157 -2.10560 -0.1052 0.0581 -0.0372
H -3.85048 3.70174 -0.44413 0.1527 0.5136 0.2332
C 3.11617 3.03635 -0.56113 1.3385 0.1662 0.1855
C 2.50909 3.68743 0.69327 0.9280 0.0376 -0.2812
C 3.63916 4.48993 1.41319 0.4847 -0.3040 -0.4111
S 4.87176 4.92494 0.07186 0.8337 0.1120 0.5459
O 6.12571 4.17008 0.17147 -1.6510 0.4397 0.3028
O 4.96141 6.36396 -0.07876 -0.2913 -0.8543 0.0637
C 3.88051 4.19215 -1.21616 -0.4454 0.6041 -0.0645
H 2.42784 2.53190 -1.23741 -0.2824 0.2935 0.0623
H 3.81975 2.27257 -0.21763 0.1079 -0.0473 -0.1618
H 2.12551 2.88066 1.31491 -0.4546 0.4242 0.2690
H 1.77748 4.41214 0.33531 -0.4626 -0.2110 0.4519
H 4.21072 3.94746 2.16676 -0.0991 -0.4011 -0.1868
H 3.28751 5.38600 1.91933 0.0126 0.2045 -0.3909
H 4.53336 4.09033 -2.08041 -0.1158 -0.4931 -0.0033
H 3.15456 4.98698 -1.41188 0.0250 0.0058 -0.3511
C -2.28621 -0.44310 -2.91608 0.5177 -0.4080 0.1313
C -0.85308 -0.32394 -3.45412 -0.1334 0.2410 -0.3476
C -0.68557 -1.20051 -4.70474 0.0217 0.5288 -0.9014
S -2.35442 -1.69865 -5.23697 0.1088 0.0313 -0.4320
O -2.65809 -3.05317 -4.82774 0.1881 0.2508 0.0818
O -2.55834 -1.29205 -6.61523 0.0771 -0.3715 0.9913
C -3.20279 -0.55849 -4.12932 0.4429 0.3049 0.0354
H -2.41646 0.43319 -2.28102 -0.6666 -0.0536 -0.0601
H -2.37072 -1.33848 -2.29525 -0.1822 -0.0255 0.0069
H -0.11531 -0.42593 -2.65663 0.1009 -0.3873 -0.1238
H -0.76867 0.71139 -3.79270 0.2267 0.0083 -0.0039
H 0.03551 -2.01170 -4.77589 -0.3434 -0.3373 0.6832
H -0.34958 -0.56423 -5.52282 -0.1270 0.0207 -0.0273
H -4.20403 -0.92356 -3.91853 -0.0240 0.0567 -0.1509
H -3.19474 0.36549 -4.70959 -0.3635 0.1183 0.1560
C -3.97444 -4.46702 -0.58377 0.9132 -1.3882 -0.2206
C -5.41410 -4.26435 -0.85757 -1.8217 1.7880 -0.7590
C -6.21718 -4.50897 0.43227 0.6820 -1.0734 0.0389
S -5.14306 -3.83464 1.74849 0.6493 0.2679 -0.0272
O -4.92643 -4.75205 2.85921 -0.2288 0.4657 -0.9030
O -5.51475 -2.46512 2.04517 -0.0178 -0.4412 -0.0861
C -3.62169 -3.78967 0.70859 0.1142 0.2717 0.3956
H -3.36745 -4.11162 -1.41786 0.0369 -0.0181 0.0650
H -3.84488 -5.55425 -0.53262 0.3866 0.0791 0.1836
H -5.70574 -4.82115 -1.74896 -0.3519 -0.4797 0.4539
H -5.60279 -3.23546 -1.19076 0.1289 0.1272 0.2433
H -6.26733 -5.59067 0.57805 0.0472 0.0178 0.3627
H -7.22844 -4.12939 0.54580 0.1516 0.4147 -0.2216
H -2.81404 -4.23684 1.28740 -0.1204 -0.2521 -0.0544
H -3.31621 -2.77173 0.46356 -0.4795 0.2442 0.4708
```
Positions in Å, forces in eV/Å.

Atom charges from the Mulliken analysis, given in e for atoms 1 to 99: 1.011, -0.261, 2.316, -0.555, -0.748, -0.479, -0.491, 0.622, -0.884, 0.041, -0.303, 0.347, -1.477, 0.974, -0.926, -0.609, 0.392, 0.347, 0.357, -0.063, -0.132, 0.440, 0.472, 0.238, -1.404, 1.265, -0.876, -0.357, -0.781, -0.257, 0.341, 0.308, 0.399, -0.511, 0.626, 0.386, 0.311, 0.292, 0.300, -0.081, 0.269, -0.752, 0.286, -0.997, 1.103, -0.675, -0.562, -0.376, 0.152, 0.460, 0.562, -0.382, 0.414, 0.432, 0.594, -0.156, -0.182, 0.216, -0.859, 1.082, -0.643, -0.639, -0.852, 0.387, -0.091, 0.357, -0.494, 0.509, 0.339, 0.349, 0.511, 0.487, -0.396, -0.545, 1.113, -0.622, -0.671, -1.014, 0.080, -0.284, 0.231, 0.262, 0.047, 0.487, 0.507, 0.321, 0.267, 0.825, -1.059, 1.147, -0.655, -0.664, -1.060, 0.039, -0.201, -0.603, 0.098, 0.528, 0.471



Record 2
Computed, not measured: C30H68N12ReS as an isolated structure, with wB97M-V/def2-TZVPD.

Its relative energy (zero: lowest compared OMol25 entry of this formula, charge and spin) is 0.943 eV. The calculation puts the highest occupied orbital energy (spin up / spin down) at -19.203 / -19.216 eV. Its multiplicity is 2. For the lowest unoccupied orbital energy (spin up / spin down), the calculation gives -11.968 / -12.361 eV. The total charge is +4. As for the orbital gap (spin up / spin down): 7.23 / 6.86 eV.

XYZ file:
```
112
Properties=species:S:1:pos:R:3:forces:R:3
Re 0.14914 -0.27412 1.75860 -0.6360 0.0958 -0.0693
C -4.22669 -3.67674 1.26038 0.0442 -0.0553 0.0989
N -3.52068 -2.62149 2.02544 -0.3661 0.5180 -0.4626
C -4.41874 -1.90114 2.95304 0.0358 -0.0241 0.0389
C -2.37297 -2.14395 1.55377 -0.0686 -0.2611 -0.0683
N -1.51636 -1.42671 2.33022 0.3476 -0.1011 0.1117
C -1.72037 -1.58245 3.79790 0.0822 -0.0357 0.0218
C -0.42122 -1.32001 4.50528 -0.0696 -0.0173 -0.0470
N 0.16879 -0.06772 3.96755 -0.0429 -0.0856 0.0206
C -0.65410 1.13007 4.31879 0.0189 0.0235 0.0385
C -1.52499 1.53230 3.14883 0.1232 0.0731 0.0275
N -0.67615 1.54747 1.91920 0.0811 -0.1899 -0.1529
C -0.73430 2.73371 1.20425 -0.4545 -0.0848 0.0605
N -1.82881 3.51514 1.38778 0.3193 0.1072 -0.3537
C -3.13991 3.04461 0.94282 -0.1479 -0.1649 0.3637
C -1.70000 4.93650 1.73661 -0.0465 0.0970 -0.0995
N 0.21489 3.13935 0.37105 0.1690 0.1391 0.2431
C -0.00254 4.25832 -0.56225 0.0147 -0.0374 -0.0328
C 1.61100 2.72335 0.40495 0.0584 0.0315 -0.0301
C 1.56552 0.05926 4.47879 -0.0071 -0.0599 0.0355
C 2.40265 0.64056 3.37001 0.0107 0.0080 -0.0071
N 2.08111 -0.13830 2.14841 0.1565 -0.2074 -0.0139
C 3.11162 -0.90799 1.60531 -0.0525 0.0928 -0.0317
N 2.82997 -2.13363 1.15599 -0.0176 0.0186 0.0074
C 1.79841 -2.98166 1.73563 -0.0486 -0.0132 0.0296
C 3.58746 -2.76514 0.06520 0.0097 -0.0128 -0.0028
N 4.34661 -0.43635 1.54884 0.0783 -0.0047 0.0306
C 4.67734 0.98561 1.42282 0.0113 0.0102 0.0078
C 5.53493 -1.30536 1.65278 0.0039 0.0064 -0.0019
N -2.06734 -2.42270 0.23563 0.2600 0.1643 0.2218
C -2.80997 -1.66477 -0.76068 -0.2423 -0.2497 -0.0779
C -1.31352 -3.61694 -0.12153 0.1478 -0.0079 0.0401
H -5.07623 -3.99686 1.85662 0.0148 -0.0179 0.0096
H -4.58924 -3.30067 0.30531 -0.0534 -0.0232 0.0281
H -3.58325 -4.53666 1.10583 0.0491 0.0204 -0.0394
H -5.39963 -1.87569 2.48187 -0.0145 -0.0207 0.0232
H -4.50714 -2.40749 3.91266 0.0214 0.0101 0.0094
H -4.09633 -0.87368 3.08561 -0.0057 -0.0089 -0.0113
H -2.48619 -0.91025 4.17636 0.0300 0.0045 0.0087
H -2.04812 -2.60036 4.01289 -0.0326 0.0132 -0.0113
H -0.56361 -1.24446 5.58609 -0.0110 0.0018 -0.0011
H 0.28504 -2.12850 4.31787 0.0077 -0.0016 0.0008
H -1.25578 0.93002 5.20770 0.0364 0.0039 0.0218
H 0.02370 1.94785 4.56378 -0.0086 0.0157 -0.0452
H -2.35156 0.84475 2.98028 -0.0175 0.0144 0.0796
H -1.95553 2.50926 3.34484 0.0476 0.0353 0.0124
H -3.12702 1.95956 0.82934 0.0082 0.0224 -0.0346
H -3.90924 3.30776 1.66933 0.0140 0.0254 0.0014
H -3.40369 3.49852 -0.01564 0.0157 0.0146 0.0100
H -0.71913 5.12410 2.17002 0.0006 -0.0036 -0.0170
H -1.85437 5.61253 0.89478 -0.0584 -0.0305 -0.0021
H -2.45533 5.16274 2.48941 0.0187 -0.0153 0.0201
H -1.05568 4.49219 -0.65397 0.0060 -0.0457 -0.0612
H 0.54538 5.13778 -0.22398 -0.0519 0.0269 0.0090
H 0.38986 3.95986 -1.53334 0.0429 0.0185 0.0321
H 1.75533 1.93973 1.13191 -0.0012 -0.0050 0.0392
H 1.90605 2.35703 -0.57997 -0.0053 -0.0309 0.0245
H 2.22865 3.58921 0.65218 -0.0015 -0.0069 -0.0049
H 1.59537 0.65306 5.39292 -0.0163 0.0192 -0.0138
H 1.93290 -0.93810 4.71862 0.0061 0.0088 0.0200
H 2.16095 1.69340 3.19985 0.0307 0.0043 0.0445
H 3.45999 0.57522 3.61829 -0.0226 -0.0165 0.0004
H 2.19718 -3.59803 2.54500 0.0175 -0.0211 -0.0208
H 0.95565 -2.41891 2.16327 0.0381 0.0211 0.0073
H 1.39389 -3.62963 0.96232 0.0297 0.0123 0.0273
H 4.21755 -2.02940 -0.42314 -0.0119 -0.0093 -0.0075
H 4.19557 -3.59583 0.42192 0.0021 0.0050 -0.0048
H 2.86599 -3.14094 -0.66006 0.0020 -0.0067 -0.0001
H 3.78126 1.58723 1.33397 -0.0065 -0.0078 -0.0147
H 5.25985 1.31605 2.28269 -0.0028 0.0048 -0.0003
H 5.28399 1.11955 0.52714 0.0033 0.0049 0.0028
H 5.25372 -2.29812 1.98861 0.0071 0.0144 0.0034
H 6.06711 -1.36365 0.70458 0.0004 -0.0064 0.0026
H 6.19770 -0.86197 2.39476 0.0040 0.0020 -0.0029
H -3.84559 -1.50047 -0.44881 0.0308 0.0493 -0.0169
H -2.35614 -0.68864 -0.95510 -0.0060 -0.0223 0.0378
H -2.84268 -2.22583 -1.69417 0.0105 0.0031 0.0024
H -1.31704 -4.33434 0.70052 -0.0097 0.0144 0.0137
H -1.78689 -4.10236 -0.97538 -0.0156 -0.0109 0.0162
H -0.27358 -3.39999 -0.37885 -0.0497 0.0251 -0.0968
C 0.96862 -1.72744 -6.35729 -0.0010 0.0063 -0.0005
C 1.92486 -1.12723 -5.33130 -0.0145 0.0123 0.0069
C 1.95431 -1.88208 -4.00090 -0.0007 0.0039 0.0144
C 0.59378 -2.00864 -3.32822 -0.0171 -0.0114 0.0024
N -0.00907 -0.68794 -3.06037 -0.0206 0.0195 0.0118
C -0.08503 -0.02206 -1.92927 -0.0782 -0.1118 -0.0106
S 0.59808 -0.78931 -0.48524 0.2645 0.2765 -0.0331
N -0.64484 1.17836 -1.89321 -0.0209 -0.0360 -0.0287
C -1.24103 1.84219 -3.06950 -0.0048 -0.0271 -0.0021
C -0.21821 2.45886 -4.02106 -0.0222 -0.0132 0.0074
C -0.87520 2.96680 -5.30605 -0.0045 -0.0216 -0.0040
C -1.42478 1.83991 -6.17666 0.0051 0.0004 -0.0004
H 1.12059 -1.27662 -7.33627 -0.0101 0.0104 0.0023
H -0.08397 -1.57399 -6.09898 -0.0031 -0.0131 0.0090
H 1.12866 -2.80145 -6.46512 0.0089 0.0004 -0.0120
H 1.67845 -0.07273 -5.15808 0.0204 0.0119 -0.0069
H 2.93747 -1.11735 -5.73490 0.0004 -0.0260 0.0006
H 2.65422 -1.40088 -3.30922 -0.0057 -0.0033 0.0090
H 2.31804 -2.89908 -4.16919 0.0083 0.0040 -0.0094
H 0.65850 -2.55352 -2.39021 -0.0174 0.0001 0.0153
H -0.10919 -2.53788 -3.97129 0.0076 -0.0055 -0.0049
H -0.31046 -0.19767 -3.89528 0.0045 0.0088 -0.0049
H -0.62786 1.65887 -1.00961 0.0153 -0.0243 -0.0097
H -1.92799 2.60027 -2.69320 0.0281 0.0212 0.0158
H -1.86253 1.10562 -3.58480 -0.0262 0.0179 0.0055
H 0.54572 1.71936 -4.28379 0.0252 0.0074 0.0133
H 0.30856 3.27061 -3.51352 -0.0204 0.0108 -0.0247
H -0.12980 3.53088 -5.86644 0.0105 -0.0079 0.0046
H -1.66961 3.67616 -5.05878 0.0038 0.0128 -0.0124
H -0.66992 1.06255 -6.33562 0.0048 0.0080 -0.0129
H -1.70528 2.21319 -7.15965 -0.0119 0.0025 0.0039
H -2.31952 1.37650 -5.75516 0.0068 -0.0114 0.0068
```
Positions in Å, forces in eV/Å.

Atom charges from the Mulliken analysis, given in e for atoms 1 to 99: 0.042, -0.934, 0.318, -1.012, -0.843, -0.017, -0.742, -2.031, 0.206, -1.294, -0.091, 0.929, -0.142, 0.203, -0.844, -0.972, 0.305, -1.160, -0.493, -1.528, -0.356, 0.623, 0.043, 0.392, -0.847, -1.254, 0.127, -0.746, -1.092, 1.207, -0.890, -0.645, 0.462, 0.374, 0.328, 0.511, 0.344, 0.247, 0.478, 0.981, 0.415, 0.597, 0.324, 0.524, -0.067, 0.849, 0.165, 0.354, 0.358, 0.313, 0.430, 0.382, 0.388, 0.368, 0.347, -0.538, 0.320, 0.670, 0.409, 0.458, 0.227, 0.860, 0.370, 0.105, 0.495, 0.391, 0.401, 0.425, -0.032, 0.396, 0.421, 0.332, 0.390, 0.428, 0.509, -0.121, 0.370, 0.427, 0.472, -0.474, -1.286, -0.249, -0.525, -0.233, 0.089, 0.223, 0.260, 0.722, -1.489, 0.344, -0.812, -0.979, 0.395, 0.285, 0.348, 0.019, 0.438, 0.088, 0.510



Max |F| across the listed records, respectively: 0.05791; 0.01527 hartree/bohr.